Entry P
Entry from OMol25: a 8-piece molecular cluster, C6H25NO8 overall (the ωB97M-V functional and the def2-TZVPD basis).

As for the total charge: +1. Its spin multiplicity is 2. The calculation puts the molar mass at 239.3 Da. For the HOMO-LUMO gap (alpha / beta), the calculation gives 10.2 / 5.3 eV. For the HOMO energy (alpha / beta), the calculation gives -13.376 / -13.376 eV.

Each atom is followed by the atoms it is bonded to, with distances in Å.
Geometry (Å):
1 C -1.5477 -2.9072 0.2190  C2 1.548, H9 1.044, H10 1.052, H11 1.051
2 C -1.6966 -2.0002 1.4646  C1 1.548, N3 1.374, O8 1.166
3 N -0.5226 -1.3469 1.7505  C2 1.374, C4 1.453, C7 1.421
4 C 0.5565 -0.9839 0.8482  N3 1.453, C5 1.607, H12 1.120, H13 1.118
5 C 1.7070 -0.5775 1.8934  C4 1.607, C6 1.634, H14 1.048, H15 1.122
6 C 1.2405 -1.0408 3.3887  C5 1.634, C7 1.599, H16 1.083, H17 1.050
7 C -0.3373 -1.0721 3.1322  N3 1.421, C6 1.599, H18 1.332, H19 1.089
8 O -2.6498 -1.7862 2.1004  C2 1.166
9 H -1.5811 -3.9011 0.5381  C1 1.044
10 H -2.3801 -2.7696 -0.4090  C1 1.052
11 H -0.6362 -2.8779 -0.3043  C1 1.051
12 H 0.6881 -1.8877 0.1997  C4 1.120
13 H 0.3441 0.0098 0.3811  C4 1.118
14 H 2.6085 -1.0701 1.6859  C5 1.048
15 H 2.0642 0.4772 1.7523  C5 1.122
16 H 1.5751 -2.0221 3.7019  C6 1.083
17 H 1.5352 -0.3708 4.1408  C6 1.050
18 H -0.9034 -1.9471 3.9612  C7 1.332
19 H -0.7651 -0.0864 3.3065  C7 1.089
20 H 0.7877 -0.4701 -3.0244  O22 0.886
21 H 0.2317 -1.8050 -3.3373  O22 0.885
22 O 0.4443 -1.2227 -2.7061  H20 0.886, H21 0.885
23 H 2.1921 1.9983 -1.3468  O25 1.030
24 H 3.4366 1.1159 -0.7372  O25 0.957
25 O 2.9438 1.9317 -0.6464  H23 1.030, H24 0.957
26 H 0.0540 3.1340 -3.3617  O28 0.930
27 H -0.0712 1.8891 -2.4941  O28 0.976
28 O 0.5389 2.4008 -3.0576  H26 0.930, H27 0.976
29 H -2.0349 2.4478 -1.3106  O31 1.043
30 H -1.6013 0.9384 -1.5326  O31 1.047
31 O -1.7870 1.8039 -2.0921  H29 1.043, H30 1.047
32 H 0.8609 1.2062 -4.1618  O34 1.006
33 H 2.2603 0.7581 -3.8615  O34 0.943
34 O 1.4930 0.4371 -4.3053  H32 1.006, H33 0.943
35 H -2.0691 0.9552 1.6818  O37 0.842
36 H -3.4777 0.9627 1.0620  O37 0.865
37 O -2.6719 1.2570 1.1767  H35 0.842, H36 0.865
38 H -0.3742 3.5088 -0.2141  O40 0.996
39 H -0.4620 2.3194 0.6285  O40 0.917
40 O 0.0066 2.5938 -0.1107  H38 0.996, H39 0.917


Entry Q
Entry from OMol25: a 8-piece molecular cluster, C6H25NO8 overall (the ωB97M-V functional and the def2-TZVPD basis).

As for the total charge: +1. Its spin multiplicity is 2. The calculation puts the molar mass at 239.3 Da. For the HOMO-LUMO gap (alpha / beta), the calculation gives 8.9 / 5.2 eV. For the HOMO energy (alpha / beta), the calculation gives -13.574 / -13.573 eV.

Each atom is followed by the atoms it is bonded to, with distances in Å.
Geometry (Å):
1 C -0.0474 2.2188 -0.9061  O2 1.454, C3 1.536, H9 1.090, H10 1.094
2 O 1.1879 1.9082 -0.2052  C1 1.454, H11 0.964
3 C -0.9988 2.8956 0.0918  C1 1.536, C4 1.519, H12 1.082, H13 1.099
4 C -1.2560 1.9571 1.2587  C3 1.519, C5 1.492, H14 1.089, H15 1.131
5 C -2.2337 0.8542 1.0274  C4 1.492, C6 1.375, N8 1.390
6 C -3.4758 0.9666 0.4482  C5 1.375, H16 1.087, H17 1.087
7 C -1.8308 -0.6210 2.7552  N8 1.263, H18 1.098, H19 1.084
8 N -1.8022 -0.3733 1.5167  C5 1.390, C7 1.263
9 H 0.4126 2.9068 -1.6153  C1 1.090
10 H -0.4649 1.3142 -1.3583  C1 1.094
11 H 1.0806 1.2348 0.4767  O2 0.964
12 H -1.7607 3.3347 -0.5386  C3 1.082
13 H -0.4393 3.6987 0.5905  C3 1.099
14 H -0.3385 1.5704 1.6991  C4 1.089
15 H -1.8292 2.3764 2.1386  C4 1.131
16 H -3.7096 1.8461 -0.1467  C6 1.087
17 H -4.1090 0.0889 0.3507  C6 1.087
18 H -1.4791 -1.6198 3.0461  C7 1.098
19 H -2.0836 -0.0235 3.6241  C7 1.084
20 H -0.5561 -1.0761 0.0423  O22 0.944
21 H 0.8359 -1.2031 -0.9426  O22 0.929
22 O 0.1619 -1.5155 -0.3853  H20 0.944, H21 0.929
23 H 0.5153 -2.9954 1.1246  O25 0.963
24 H -0.0810 -4.1679 0.3968  O25 0.955
25 O 0.3206 -3.9328 1.2306  H23 0.963, H24 0.955
26 H 2.3809 0.7560 2.2137  O28 0.960
27 H 1.5265 -0.5896 1.9335  O28 0.954
28 O 1.5177 0.3468 2.1177  H26 0.960, H27 0.954
29 H -1.1269 -2.2282 -1.8790  O31 0.955
30 H -0.1451 -3.3303 -2.0396  O31 0.962
31 O -1.0879 -3.1544 -2.1096  H29 0.955, H30 0.962
32 H 3.7859 1.1400 -0.3883  O34 0.967
33 H 4.3699 0.4408 0.7509  O34 0.969
34 O 3.7298 1.1464 0.5768  H32 0.967, H33 0.969
35 H 2.4525 0.7375 -1.1146  O37 0.972
36 H 2.1911 0.7705 -2.6719  O37 0.957
37 O 2.8056 0.5023 -1.9895  H35 0.972, H36 0.957
38 H 0.2563 -0.7066 -4.0373  O40 0.959
39 H -0.6892 -1.8726 -3.8177  O40 0.956
40 O 0.2204 -1.6038 -3.7002  H38 0.959, H39 0.956


Among the structures shown above, entry Q is the most stable, with the second-best lying 0.0357 hartree higher.